{
  "formula": "C32H64Li3O12P",
  "method": "wB97M-V/def2-TZVPD",
  "homo_ev": -7.5,
  "gap_ev": 7.8,
  "relative_energy_kj_mol": 354.11,
  "largest_force_ev_per_a": 3.1,
  "elements": ["Li", "Li", "Li", "P", "O", "O", "O", "O", "C", "C", "C", "O", "C", "H", "H", "H", "H", "H", "H", "H", "H", "C", "C", "C", "O", "C", "H", "H", "H", "H", "H", "H", "H", "H", "C", "C", "C", "O", "C", "H", "H", "H", "H", "H", "H", "H", "H", "C", "C", "C", "O", "C", "H", "H", "H", "H", "H", "H", "H", "H", "C", "C", "C", "O", "C", "H", "H", "H", "H", "H", "H", "H", "H", "C", "C", "C", "O", "C", "H", "H", "H", "H", "H", "H", "H", "H", "C", "C", "C", "O", "C", "H", "H", "H", "H", "H", "H", "H", "H", "C", "C", "C", "O", "C", "H", "H", "H", "H", "H", "H", "H", "H"],
  "xyz": [[2.0243, -0.2631, 1.2688], [-1.5226, -0.2260, -1.8163], [-1.7184, 0.2434, 1.7022], [-0.0811, -0.2221, 0.1012], [-0.0029, -0.4163, 1.6446], [1.2424, 0.4729, -0.2671], [-1.3605, 0.6304, -0.1753], [-0.4836, -1.4334, -0.7705], [-5.4645, 1.7454, -1.5452], [-5.4417, 1.5025, -3.0332], [-3.9803, 1.1157, -3.2442], [-3.7803, 0.2684, -2.0994], [-4.5213, 0.7107, -0.9234], [-6.4948, 1.5421, -1.2534], [-5.1016, 2.7141, -1.2018], [-5.7949, 2.3122, -3.6718], [-6.1541, 0.7021, -3.2327], [-3.3896, 2.0290, -3.1728], [-3.7014, 0.5227, -4.1152], [-3.8498, 1.1402, -0.1800], [-5.1419, -0.0393, -0.4331], [3.3887, -2.1391, -1.0681], [4.6367, -1.2957, -0.8813], [4.7950, -1.1752, 0.6295], [3.5299, -1.6110, 1.1248], [2.9819, -2.6337, 0.3054], [3.4804, -3.0056, -1.7230], [2.5991, -1.5027, -1.4676], [4.3836, -0.3343, -1.3283], [5.5015, -1.6913, -1.4139], [5.0509, -0.1290, 0.7970], [5.7096, -1.7420, 0.8040], [1.9042, -2.5893, 0.4621], [3.2889, -3.6363, 0.6033], [-1.3622, -2.3961, 5.6167], [-2.0369, -1.4982, 6.6425], [-1.6999, -0.0804, 6.2105], [-0.5961, -0.2647, 5.3678], [-0.6874, -1.4980, 4.6415], [-1.9915, -3.0730, 5.0390], [-0.7212, -3.1051, 6.1406], [-1.6587, -1.8036, 7.6182], [-3.1172, -1.5442, 6.7801], [-1.6507, 0.5916, 7.0673], [-2.5314, 0.4319, 5.7265], [0.3122, -1.7892, 4.3188], [-1.2527, -1.2402, 3.7459], [-2.1112, 3.2708, 4.0583], [-3.3414, 3.9051, 3.2789], [-3.5389, 2.9427, 2.0697], [-2.4864, 1.9878, 2.2753], [-1.3691, 2.6332, 2.9014], [-2.5682, 2.4932, 4.6704], [-1.5411, 3.9400, 4.7027], [-2.9707, 4.8119, 2.8010], [-4.2516, 4.0817, 3.8519], [-3.3727, 3.3774, 1.0840], [-4.4360, 2.3238, 2.0589], [-0.9388, 3.2629, 2.1227], [-0.6177, 1.9442, 3.2872], [3.2545, 2.4267, 4.0890], [3.5185, 3.0606, 2.7979], [2.9943, 2.1280, 1.7643], [3.0424, 0.8674, 2.3675], [2.6992, 1.0463, 3.7974], [2.5560, 3.0027, 4.6960], [4.1916, 2.3793, 4.6437], [4.5487, 3.2007, 2.4705], [2.8979, 3.9566, 2.8091], [3.5793, 2.2414, 0.8516], [2.0190, 2.4211, 1.3757], [3.2807, 0.3193, 4.3644], [1.6427, 0.8907, 4.0158], [0.0956, -4.5415, -1.5167], [0.2343, -5.5408, -2.6221], [-1.0644, -5.6172, -3.3205], [-1.9777, -5.0352, -2.4310], [-1.3567, -4.0185, -1.6403], [0.7823, -3.7003, -1.6115], [0.2553, -4.9917, -0.5370], [0.3739, -6.5268, -2.1791], [1.1298, -5.3448, -3.2117], [-1.2892, -6.6279, -3.6612], [-1.1605, -5.0410, -4.2407], [-1.6911, -3.9951, -0.6031], [-1.4062, -3.0575, -2.1522], [3.4740, 2.0028, -3.5572], [3.1837, 2.0793, -2.0316], [2.0793, 3.1119, -2.0198], [2.4743, 4.0328, -3.0287], [3.3180, 3.4802, -3.9687], [2.6530, 1.4369, -3.9975], [4.3729, 1.4938, -3.9048], [4.0996, 2.2730, -1.4732], [2.8710, 1.0671, -1.7751], [1.8281, 3.5352, -1.0473], [1.1682, 2.5795, -2.2930], [4.2510, 4.0008, -3.7527], [2.9276, 3.6733, -4.9679], [-0.7138, -2.0201, -4.8314], [0.6029, -1.4696, -4.2048], [0.1704, -0.1340, -3.7100], [-1.2150, -0.1337, -3.6554], [-1.7398, -0.9371, -4.7437], [-1.1295, -2.8542, -4.2660], [-0.5431, -2.2510, -5.8829], [1.2952, -1.4455, -5.0463], [0.9588, -2.0250, -3.3370], [0.5154, 0.5661, -4.4708], [0.5850, 0.3361, -2.8182], [-1.9058, -0.3026, -5.6144], [-2.7258, -1.2706, -4.4202]],
  "atomic_forces_ev_per_a": [[-0.1, -0.1, 0.2], [-0.9, -0.2, 0.5], [-0.2, 0.6, -0.4], [-0.9, 0.3, -1.4], [0.2, -0.7, 0.4], [0.0, -0.6, -0.2], [-0.1, 1.4, 0.9], [1.6, -0.6, 0.2], [-0.7, 0.3, 0.9], [0.2, 0.1, -1.0], [-1.2, -0.3, 1.1], [1.0, -1.1, 0.8], [-0.2, 0.7, -1.6], [0.0, 0.6, 0.6], [-0.5, 0.3, -0.4], [0.2, 0.4, 0.3], [0.4, -0.4, -0.2], [0.4, 0.0, -0.1], [-0.3, 0.3, 0.1], [0.2, -0.1, -0.2], [0.5, -0.8, -0.4], [-0.8, -1.3, -0.8], [-0.4, 0.3, -1.1], [0.4, 0.2, -2.1], [0.9, 0.5, 1.9], [-0.3, 0.8, -0.2], [0.3, 0.1, -0.3], [-0.2, -0.1, 0.1], [0.4, 0.1, 0.1], [0.1, 0.0, 0.2], [-0.7, -0.1, 1.0], [-0.4, -0.7, 1.3], [-0.1, 0.0, -0.1], [0.5, 0.0, -0.1], [-0.9, -2.0, -0.4], [-1.0, -0.1, 0.7], [-0.7, -0.8, 0.2], [1.6, 1.9, 0.2], [0.2, 1.6, 0.4], [-0.6, 0.1, 0.2], [0.5, 0.3, -0.1], [0.3, 0.6, 0.1], [-0.2, -0.5, -0.5], [1.6, 0.0, 0.1], [-0.4, -0.5, -1.0], [-0.1, 0.1, 0.1], [-0.2, -0.6, -0.2], [-1.4, 1.0, -0.6], [1.0, 0.2, -0.7], [0.9, -1.0, 1.0], [0.6, -1.7, -0.4], [-0.9, -0.1, 0.5], [0.5, -0.3, 0.1], [-0.1, 0.2, -0.2], [-0.3, 0.5, 0.5], [0.2, 0.0, 0.0], [-0.2, 0.4, 0.1], [-0.2, 0.4, 0.1], [0.3, 0.5, 0.4], [-0.2, -0.5, -0.5], [0.2, -0.4, 2.3], [-0.4, 1.7, -1.6], [-0.7, 1.1, -1.2], [-0.5, -0.8, 1.0], [1.2, -0.4, -0.7], [0.0, 0.0, 0.0], [-0.1, -0.3, 0.3], [0.1, 0.6, 1.0], [0.7, 0.6, -0.6], [0.4, -0.9, 0.0], [-0.7, -0.4, 0.5], [-0.2, -0.3, -0.3], [-0.1, 0.2, -0.4], [-0.1, 1.5, 0.3], [1.9, -1.3, 0.4], [-0.6, 1.1, -1.4], [-1.9, -0.6, 0.9], [1.5, -1.1, -0.2], [0.1, 0.0, 0.1], [0.0, 0.0, 0.0], [0.3, -0.1, 0.0], [-0.2, 0.0, -0.4], [-0.6, -0.2, 0.7], [0.6, 0.3, -0.4], [-1.0, 0.3, -0.5], [-0.1, 0.0, 0.4], [-0.7, 0.5, -0.2], [0.7, -1.5, -1.1], [0.2, -1.2, -0.1], [-2.2, 1.5, 1.5], [1.3, -0.8, 0.5], [-0.2, -0.1, -0.1], [0.3, 0.3, 0.3], [-0.1, 0.5, 0.1], [-0.4, 0.3, 0.6], [0.5, 0.6, -0.2], [-0.3, 0.0, -0.3], [0.6, 0.0, -0.9], [0.2, -0.1, -0.1], [0.2, -0.8, -0.4], [-0.5, -1.1, 0.1], [1.4, 2.0, -1.4], [-1.7, 0.4, 0.1], [0.0, 1.1, 1.3], [0.4, -0.3, -0.3], [-0.1, -0.6, 0.1], [0.5, 0.2, 0.6], [0.1, -0.6, -0.4], [-0.3, 0.6, -0.5], [0.0, -0.9, 0.6], [0.4, 0.0, -0.3], [0.1, -0.2, 0.0]],
  "lowdin_charge": [0.5844, 0.5958, 0.6343, -0.0755, -0.4837, -0.4067, -0.5060, -0.4112, -0.1768, -0.1656, -0.1712, -0.1857, -0.1539, 0.1094, 0.1104, 0.1139, 0.1156, 0.1311, 0.1001, 0.0813, 0.1210, -0.1612, -0.1503, -0.1732, -0.1929, -0.1767, 0.1132, 0.0891, 0.0853, 0.1133, 0.1184, 0.1199, 0.1078, 0.1260, -0.1666, -0.1563, -0.2252, -0.1484, -0.1820, 0.1133, 0.1111, 0.1066, 0.1087, 0.1208, 0.0976, 0.1293, 0.0970, -0.1272, -0.1183, -0.1631, -0.2646, -0.1846, 0.0952, 0.1137, 0.1022, 0.1051, 0.1202, 0.1213, 0.1377, 0.1127, -0.1748, -0.1782, -0.2479, -0.2012, -0.1022, 0.1160, 0.1166, 0.1253, 0.1220, 0.1141, 0.1142, 0.1266, 0.1096, -0.1619, -0.1849, -0.2399, -0.1347, -0.1742, 0.0796, 0.1121, 0.1093, 0.1137, 0.1197, 0.0996, 0.1206, 0.0806, -0.1405, -0.1844, -0.1832, -0.1365, -0.2268, 0.0861, 0.1098, 0.1069, 0.0660, 0.1192, 0.1095, 0.1157, 0.1182, -0.1279, -0.1114, -0.2484, -0.2170, -0.1596, 0.0883, 0.1171, 0.1146, 0.0990, 0.1169, 0.1049, 0.1273, 0.1210]
}



{
  "formula": "C3H11NSi",
  "method": "wB97M-V/def2-TZVPD",
  "homo_ev": -9.2,
  "gap_ev": 9.5,
  "relative_energy_kj_mol": 180.25,
  "largest_force_ev_per_a": 6.2,
  "elements": ["C", "Si", "C", "N", "H", "H", "H", "H", "H", "H", "H", "C", "H", "H", "H", "H"],
  "xyz": [[2.6696, 0.7491, -0.8715], [1.2993, 0.2727, 0.3171], [1.5561, -1.5866, 0.2826], [0.2512, 0.9551, 1.3517], [3.7516, 0.6144, -0.3732], [2.7672, 0.1663, -1.6889], [2.6419, 1.8562, -1.2598], [1.0239, -2.0882, 0.9490], [1.3252, -2.0731, -0.6571], [2.5302, -1.8374, 0.5870], [0.3913, 1.8658, 1.7801], [-3.9730, 0.3015, -0.0509], [-4.9248, -0.1939, -0.5914], [-3.8318, -0.4608, 0.8206], [-4.2866, 1.2329, 0.2195], [-3.1912, 0.2260, -0.8148]],
  "atomic_forces_ev_per_a": [[2.1, 4.6, 2.7], [0.2, -0.6, 0.7], [0.1, 2.0, -2.4], [1.4, -0.6, -0.6], [-2.4, 0.4, -0.6], [-0.2, -2.2, -2.8], [0.1, -2.0, 0.8], [-2.9, -1.9, 3.1], [0.3, 0.2, -0.5], [1.8, 0.1, -0.1], [-0.3, 0.0, -0.5], [-1.8, -5.8, -1.1], [1.9, 1.1, 1.0], [0.2, 1.8, -1.4], [-0.3, 2.5, 0.9], [0.0, 0.3, 0.6]],
  "lowdin_charge": [-0.2403, 0.5774, -0.1956, -0.1870, 0.0843, -0.0463, 0.0588, -0.0349, 0.0380, 0.0186, -0.0681, -0.0679, 0.0554, 0.0502, -0.0458, 0.0032]
}



{
  "formula": "C4H7FO",
  "method": "wB97M-V/def2-TZVPD",
  "homo_ev": -9.8,
  "gap_ev": 10.9,
  "relative_energy_kj_mol": 114.51,
  "largest_force_ev_per_a": 1.5,
  "elements": ["F", "C", "C", "C", "C", "O", "H", "H", "H", "H", "H", "H", "H"],
  "xyz": [[-1.7163, -0.7789, -0.6834], [-1.6004, 0.4406, -0.0660], [-0.0990, 0.7214, 0.2084], [0.6259, -0.5223, 0.7388], [1.3661, -0.4676, -0.6424], [0.7272, 0.7494, -0.9837], [-2.1941, 0.4131, 0.8483], [-1.9916, 1.1829, -0.7545], [0.0312, 1.6439, 0.8073], [-0.0399, -1.3967, 0.8732], [1.3065, -0.3681, 1.5834], [2.4752, -0.3580, -0.5456], [1.1092, -1.2599, -1.3837]],
  "atomic_forces_ev_per_a": [[-0.1, -0.7, -0.3], [1.2, 0.8, -0.1], [-0.5, 0.0, 0.3], [0.3, -0.7, -0.7], [0.5, -1.0, 0.5], [-0.9, 0.8, 0.2], [0.2, 0.1, 0.1], [-0.1, 0.2, 0.0], [-0.2, -0.3, -0.3], [0.6, 0.5, 0.1], [-0.4, -0.1, -0.1], [-0.8, -0.1, -0.3], [0.3, 0.4, 0.6]],
  "lowdin_charge": [-0.0408, -0.1515, -0.2863, -0.0865, -0.1845, -0.0965, 0.1226, 0.1185, 0.1477, 0.1114, 0.1062, 0.1178, 0.1220]
}